No. 1
Computed, not measured: the molecule C2H5NS2 at a distorted geometry, with the ωB97M-V functional and the def2-TZVPD basis.

Geometry as XYZ:
```
10
Properties=species:S:1:pos:R:3:forces:R:3:nbo_charge:R:1
N -0.016 0.277 0.335 2.06 -0.69 1.58 -0.53
C 1.458 0.043 0.352 -1.76 -2.35 -2.95 -0.40
C -0.901 -0.061 -0.663 -0.45 -2.10 -1.99 -0.30
H -0.531 -0.451 -1.645 -0.11 0.43 0.82 0.22
H 1.803 0.784 0.926 1.52 2.55 2.58 0.20
H 2.054 0.154 -0.622 -1.23 -0.54 0.84 0.18
S -0.695 1.653 -0.400 -0.49 1.99 -0.54 0.28
H -2.376 -0.428 1.067 -0.13 -0.62 -1.07 0.15
S -2.347 -1.032 -0.190 0.15 0.93 1.11 -0.01
H 1.550 -0.940 0.840 0.45 0.39 -0.39 0.21
```
Forces are in eV/Å.

- HOMO-LUMO gap: 9.2092 eV
- SMILES: CN1S[C@@H]1S
- Energy above the lowest of the compared OMol25 structures with the same formula, charge and spin: 223.9 kJ/mol

=====

No. 2
Computed, not measured: a structure of composition C5H18N6O5Tl at a distorted geometry, with the ωB97M-V functional and the def2-TZVPD basis.

Geometry as XYZ:
```
35
Properties=species:S:1:pos:R:3:forces:R:3:mulliken_spin:R:1
H 3.089 0.614 -5.270 -0.46 0.49 -0.97 0.00
H -3.360 2.504 1.552 -0.96 0.12 -0.06 -0.01
H -2.016 4.279 2.330 -0.33 0.61 -0.39 0.07
C -0.438 2.980 2.883 -0.32 1.48 -1.88 0.03
N 2.216 0.783 -4.791 -1.17 0.50 -2.11 0.02
H -2.476 3.228 3.638 -0.34 0.04 0.23 0.04
N -1.229 -2.694 -2.041 -1.96 -0.48 -1.00 0.00
H 4.235 0.138 -3.830 0.31 -0.28 0.24 0.00
C -0.019 -2.495 -1.578 -2.11 0.36 -0.37 0.00
H -1.407 -3.584 -2.485 -0.67 0.27 -0.09 0.00
H -0.230 1.958 3.200 0.01 -0.79 0.00 0.08
O -2.460 2.262 1.782 1.29 1.56 0.74 0.35
H 0.634 -4.288 -2.250 0.31 -0.09 0.27 0.00
H 1.625 -3.343 -1.109 0.32 -0.66 -0.52 0.00
H 1.377 1.072 -5.273 0.10 -0.05 -0.18 0.00
C -0.766 -1.109 2.331 0.78 2.71 0.08 0.04
N -1.380 -1.107 3.538 -0.17 0.23 0.94 -0.61
O 1.356 0.488 -2.745 -3.17 -0.13 2.25 0.87
H -1.949 -1.990 -1.956 0.16 -0.31 -0.34 0.00
H 1.187 3.278 1.710 0.80 0.25 0.33 -0.01
N -0.851 -2.305 1.781 -0.11 -1.42 -1.47 -0.56
Tl -0.509 1.392 -0.631 -0.07 -0.35 0.02 0.01
N 3.487 0.247 -3.160 3.05 -1.50 3.31 0.11
H 3.555 -0.148 -2.233 0.91 0.04 0.09 0.00
C 2.307 0.502 -3.540 0.85 0.86 -3.19 -0.03
H -1.361 -0.259 4.088 -0.11 0.19 0.35 0.02
H -0.054 3.576 3.711 0.55 0.48 -0.21 0.03
O -0.237 -0.123 1.818 -0.69 -0.79 0.66 0.08
N 0.795 -3.477 -1.670 2.95 -2.12 0.06 0.00
O 0.243 3.150 1.589 -1.60 -0.56 1.89 0.34
H -0.513 -2.299 0.829 0.53 -0.38 -0.93 0.02
C -1.925 3.257 2.698 0.93 -2.57 -0.41 0.05
H -1.347 -3.112 2.132 -0.11 -0.36 0.28 0.02
H -1.841 -1.913 3.935 -0.21 -0.36 0.33 0.02
O 0.261 -1.461 -0.986 0.73 3.00 2.05 0.02
```
Forces are in eV/Å.

- Charge: +4
- HOMO-LUMO gap (spin up / spin down): 3.9803 / 3.3105 eV
- 2S+1: 2

=====

No. 3
Computed, not measured: a cluster of 2 separate species, C3H11NS2 in total at a distorted geometry, with the ωB97M-V functional and the def2-TZVPD basis.

Geometry as XYZ:
```
17
Properties=species:S:1:pos:R:3:forces:R:3:nbo_charge:R:1
H 2.244 -0.099 -1.455 0.37 0.69 0.48 0.36
H 0.216 1.187 1.169 0.58 0.22 -0.08 0.20
C 2.300 1.089 0.346 0.10 -0.35 0.46 -0.21
C -3.145 -2.115 -0.261 1.45 0.62 -0.82 -0.66
H -3.874 -1.627 -0.861 -1.22 -0.45 -0.34 0.22
H -1.510 0.556 -2.718 0.16 0.35 1.08 0.13
H 1.447 0.424 2.177 -0.18 0.43 -0.05 0.20
H 1.451 2.224 2.023 -0.16 -0.89 -0.56 0.21
H -2.649 -2.985 -0.741 -0.50 0.78 0.01 0.22
N 2.173 -0.151 -0.439 -0.78 -0.83 -0.07 -0.86
H 3.269 1.072 0.896 -0.28 0.16 -0.75 0.17
H 1.278 -0.637 -0.324 0.33 0.44 0.45 0.36
C 1.279 1.260 1.472 -0.24 -0.40 0.54 -0.62
H 2.245 1.954 -0.288 0.23 0.51 -0.41 0.17
H -3.449 -2.437 0.749 0.21 1.01 -0.28 0.23
S -1.528 1.025 -1.403 -1.44 -0.81 -1.25 -0.09
S -1.748 -0.740 -0.342 1.37 -1.48 1.58 -0.06
```
Forces are in eV/Å.

- HOMO-LUMO gap: 8.4471 eV
- SMILES: CCN.CSS
- Energy above the lowest of the compared OMol25 structures with the same formula, charge and spin: 152.9 kJ/mol

=====

No. 4
Computed, not measured: the molecule C5H12O at a distorted geometry, with the ωB97M-V functional and the def2-TZVPD basis.

Geometry as XYZ:
```
18
Properties=species:S:1:pos:R:3:forces:R:3:nbo_charge:R:1
H -0.614 1.160 -1.083 0.14 -0.42 0.40 0.20
H -0.827 -0.693 1.377 -0.49 -0.26 0.05 0.21
H 3.128 1.341 0.080 -0.25 0.04 -0.08 0.19
H 2.201 0.438 -1.187 0.18 0.06 0.12 0.16
H 1.028 -1.569 -0.376 -0.07 0.12 0.12 0.15
H -2.928 -0.452 0.155 0.10 0.18 -0.10 0.20
H 1.293 1.058 0.208 1.11 1.09 -0.61 0.19
C -0.200 -0.064 0.759 0.12 -1.00 0.08 -0.48
H 1.272 -1.933 1.348 -0.80 0.70 -0.12 0.20
O 2.415 -0.470 0.666 -0.18 0.00 0.03 -0.52
H -0.196 0.904 1.326 0.89 -0.96 -0.13 0.22
C 1.174 -1.105 0.616 -1.26 0.63 0.09 -0.05
C -0.979 0.252 -0.564 0.11 -0.30 0.06 -0.41
H -0.815 -0.578 -1.260 -0.04 0.08 -0.01 0.20
C 2.279 0.682 -0.113 -0.11 0.37 -0.18 -0.26
C -2.504 0.418 -0.366 0.10 -0.06 0.09 -0.61
H -2.761 1.314 0.219 0.18 -0.23 -0.09 0.20
H -3.028 0.508 -1.332 0.27 -0.02 0.27 0.21
```
Forces are in eV/Å.

- HOMO-LUMO gap: 10.7849 eV
- SMILES: CCCCOC
- Energy above the lowest of the compared OMol25 structures with the same formula, charge and spin: 190.8 kJ/mol

=====

No. 5
Computed, not measured: the molecule C4H7NO, with the ωB97M-V functional and the def2-TZVPD basis.

Geometry as XYZ:
```
13
Properties=species:S:1:pos:R:3:forces:R:3:nbo_charge:R:1
O -0.246 -2.062 1.187 -0.04 0.16 -0.26 -0.60
H 0.439 2.463 -0.401 0.02 -0.12 0.07 0.24
C -0.911 0.016 0.609 0.19 0.05 0.13 0.10
H 0.998 0.427 1.590 -0.13 0.06 -0.13 0.22
H 1.378 0.946 -0.683 -0.16 0.08 0.06 0.23
H -0.179 -2.678 -1.213 0.02 0.11 0.01 0.40
H -0.777 -1.182 -1.783 0.09 -0.03 0.16 0.39
N -0.255 -1.678 -1.075 -0.11 -0.10 0.09 -0.83
C -0.416 -1.305 0.235 0.00 -0.14 0.09 0.51
H -0.238 1.727 1.750 0.03 -0.17 -0.16 0.21
H -0.362 1.044 -1.016 0.11 0.10 -0.04 0.23
C 0.127 0.905 1.128 -0.08 -0.06 0.17 -0.51
C 0.440 1.376 -0.330 0.06 0.06 -0.18 -0.59
```
Forces are in eV/Å.

- HOMO-LUMO gap: 8.9974 eV
- Energy above the lowest of the compared OMol25 structures with the same formula, charge and spin: 348.7 kJ/mol

=====

No. 6
Computed, not measured: the molecule C34H44N4O4, with the ωB97M-V functional and the def2-TZVPD basis.

Geometry as XYZ:
```
86
Properties=species:S:1:pos:R:3:forces:R:3:nbo_charge:R:1
N 6.864 0.495 1.271 0.10 -0.19 0.09 -0.56
H -0.520 -5.868 0.331 0.07 -0.04 0.02 0.15
H 3.730 -0.280 0.464 0.10 -0.03 0.07 0.23
H 1.996 -3.455 -2.515 0.04 0.08 -0.05 0.19
C 0.537 -3.354 -0.178 0.25 -0.05 0.22 -0.03
H -0.540 -3.425 -0.418 0.06 -0.01 0.01 0.16
C 1.463 1.294 -0.267 -0.14 -0.11 -0.21 -0.13
C 4.256 3.162 1.400 0.19 -0.10 -0.10 -0.25
C 0.112 -4.144 2.173 -0.02 0.39 0.06 -0.06
H 1.042 -6.723 0.448 -0.11 0.06 -0.06 0.19
C 5.992 4.021 -0.901 -0.06 0.06 -0.08 -0.67
C -3.213 0.564 -1.196 0.05 0.04 0.04 -0.22
C 7.407 2.000 -0.434 0.19 -0.29 0.05 -0.33
C -2.290 1.098 -0.299 -0.25 0.11 0.07 -0.05
C 0.554 -5.752 0.556 0.09 -0.06 -0.33 -0.06
O 0.720 -5.384 1.902 0.12 -0.09 0.08 -0.53
H 4.964 3.982 -1.264 -0.02 0.06 -0.01 0.27
C 3.286 -0.413 -0.522 0.02 -0.04 -0.05 -0.68
H -6.646 2.789 0.776 0.05 0.03 -0.10 0.17
H -0.123 2.707 -0.068 -0.05 0.13 0.01 0.22
H 0.289 -3.949 3.232 -0.10 0.03 -0.08 0.20
H -8.140 -0.227 2.707 0.09 0.06 0.00 0.20
H -6.636 2.917 -0.992 -0.05 0.02 0.11 0.21
H -1.280 -1.350 -0.697 -0.07 -0.12 -0.01 0.22
H 6.105 4.920 -0.298 0.01 0.10 0.00 0.23
H 4.151 4.112 0.877 0.05 -0.04 0.11 0.23
C 2.521 2.346 -0.112 -0.25 -0.15 0.38 0.68
O 5.029 0.732 2.562 -0.29 -0.05 0.31 -0.67
N 3.076 2.366 1.119 0.00 0.03 0.32 -0.60
C 5.494 2.422 0.959 -0.08 0.24 -0.08 -0.17
H 7.045 -0.367 1.773 -0.11 0.14 -0.03 0.41
C 1.836 -0.031 -0.491 -0.05 0.03 0.03 0.07
C -0.504 -0.605 -0.590 0.09 0.07 -0.06 -0.23
H 8.487 -1.039 -0.288 0.01 -0.08 -0.03 0.23
H -5.254 0.521 -1.845 -0.07 -0.06 -0.07 0.22
N 1.223 -2.327 -0.951 -0.12 -0.06 0.13 -0.49
C 8.840 -0.040 -0.034 -0.07 0.02 0.05 -0.65
H 0.330 -2.821 -4.235 -0.03 -0.02 -0.13 0.22
H 0.179 -2.087 1.551 0.02 0.02 0.06 0.22
H -9.120 2.761 0.949 -0.06 -0.05 -0.01 0.16
H -10.549 1.906 0.308 0.06 0.08 -0.02 0.19
C -2.742 2.005 0.655 0.11 -0.08 -0.08 -0.20
C -4.542 0.934 -1.146 -0.03 0.04 0.05 -0.15
C 7.685 0.861 0.255 0.08 0.32 -0.35 0.27
H -8.712 2.152 -1.429 -0.03 -0.01 -0.03 0.20
C -8.095 0.563 1.956 0.32 -0.12 -0.10 -0.09
H 8.041 2.300 -1.253 0.12 -0.03 -0.08 0.22
H -2.045 2.416 1.370 0.08 0.02 0.07 0.21
C 0.830 -0.986 -0.672 0.07 0.27 0.04 0.15
C 0.095 -2.675 -3.183 0.28 0.04 0.19 -0.64
C -4.990 1.836 -0.189 0.07 0.08 0.07 -0.06
C -0.872 0.715 -0.361 0.31 -0.06 0.01 -0.04
H -7.661 1.464 2.416 -0.04 -0.06 0.01 0.16
O 2.817 3.131 -0.994 0.09 0.16 -0.29 -0.63
C 6.286 2.799 -0.091 -0.17 -0.20 0.36 0.11
H 4.296 3.329 2.479 -0.03 0.06 -0.12 0.22
H -0.501 -3.520 -2.845 -0.11 -0.09 0.01 0.20
H 9.426 0.344 -0.863 0.02 0.01 -0.03 0.23
H 2.922 1.590 1.746 -0.08 0.00 -0.09 0.42
N -7.293 1.073 -0.344 -0.01 0.07 -0.08 -0.44
H 3.393 -1.455 -0.807 0.07 -0.01 0.00 0.24
H -2.879 -0.126 -1.957 0.05 -0.06 -0.08 0.21
H -0.975 -4.218 2.002 0.06 -0.01 0.06 0.15
C 1.165 -4.733 -0.410 -0.35 0.03 0.23 -0.43
C 0.688 -3.021 1.312 -0.30 -0.39 0.00 -0.44
H 1.750 -2.901 1.533 0.07 0.04 0.00 0.21
C -4.076 2.363 0.712 -0.14 0.02 -0.09 -0.16
H 1.964 -1.708 -2.766 0.08 -0.11 0.00 0.20
H -9.118 0.459 -1.076 -0.08 0.08 -0.02 0.20
C -6.442 2.236 -0.155 -0.08 0.00 -0.04 -0.24
C -8.677 1.373 -0.665 -0.23 0.05 0.23 -0.24
H 0.992 -5.082 -1.428 0.05 -0.03 -0.08 0.21
C 1.392 -2.555 -2.378 -0.13 -0.12 -0.26 -0.20
H -0.495 -1.767 -3.085 -0.11 0.06 -0.04 0.21
H -6.210 -0.021 1.059 -0.02 -0.09 0.02 0.21
H 2.239 -4.667 -0.234 0.08 0.01 -0.05 0.21
C -9.493 1.800 0.562 0.05 0.06 -0.32 -0.09
O -9.432 0.819 1.577 -0.08 -0.08 -0.02 -0.53
H -4.408 3.062 1.468 -0.06 0.05 0.08 0.20
H 3.835 0.216 -1.222 0.10 0.04 -0.05 0.22
H 6.664 4.089 -1.752 0.06 0.04 -0.04 0.21
H -7.640 -0.828 0.379 0.05 -0.03 0.10 0.20
C 5.737 1.193 1.673 0.23 0.05 -0.20 0.63
C 0.131 1.667 -0.211 0.04 -0.11 0.00 -0.18
H 9.484 -0.123 0.841 0.07 -0.02 0.04 0.23
C -7.248 0.122 0.755 -0.20 -0.03 0.27 -0.26
```
Forces are in eV/Å.

- HOMO-LUMO gap: 8.7417 eV
- SMILES: CCN(c1cc(-c2ccc(CN3CCOCC3)cc2)cc(C(=O)NCc2c(C)cc(C)[nH]c2=O)c1C)C1CCOCC1